Entry 1:
An isolated molecule of C5H7N3OS at a distorted geometry. Source: the OMol25 dataset; level of theory: ωB97M-V/def2-TZVPD.

Geometry as ORCA input:
```
! wB97M-V def2-TZVPD RIJCOSX def2/J DEFGRID3
* xyz 0 1
C 1.211 -0.771 1.520
H 1.702 -1.193 2.417
H -1.767 -1.754 -1.186
O -1.636 1.760 1.277
C -0.678 -0.375 0.301
C 1.276 -0.448 -0.908
C 2.046 -0.251 0.344
C -1.347 1.189 0.293
N 0.006 -0.455 -0.914
H -2.326 2.222 -1.033
N -0.043 -0.784 1.461
N -1.598 1.599 -0.975
H 2.996 -0.640 0.451
S -2.312 -1.260 -0.010
H 2.271 0.821 0.533
H 1.758 -0.649 -1.772
H -1.560 0.989 -1.799
*
```

The calculation puts the relative energy (zero: lowest compared OMol25 entry of this formula, charge and spin) at 163.9 kJ/mol. The calculation puts the HOMO-LUMO gap at 9.45 eV.

=====

Entry 2:
The ion C5H7N3P with charge +1 at a distorted geometry. Source: the OMol25 dataset; level of theory: ωB97M-V/def2-TZVPD.

Geometry as ORCA input:
```
! wB97M-V def2-TZVPD RIJCOSX def2/J DEFGRID3
* xyz 1 1
C -0.273 1.015 -0.415
H 3.799 -1.184 -0.147
N 1.015 1.219 -0.292
C 0.779 -0.931 0.110
H -3.598 1.667 0.523
N -2.764 1.092 0.573
H -3.739 -0.623 -0.138
N -0.453 -0.340 -0.039
H 3.834 0.799 -0.816
C -1.637 -0.906 0.109
H -1.695 -1.984 0.171
C 1.725 0.047 -0.004
H 1.446 2.113 -0.486
H 0.898 -1.966 0.355
P 3.490 0.085 0.332
C -2.825 -0.103 0.166
*
```

The calculation puts the relative energy (zero: lowest compared OMol25 entry of this formula, charge and spin) at 250.7 kJ/mol. The calculation puts the HOMO-LUMO gap (spin up / spin down) at 6.81 / 6.81 eV.

=====

Entry 3:
A structure of composition C5H7N3S at a distorted geometry. Source: the OMol25 dataset; level of theory: ωB97M-V/def2-TZVPD.

Geometry as ORCA input:
```
! wB97M-V def2-TZVPD RIJCOSX def2/J DEFGRID3
* xyz 0 1
H -0.339 -1.243 -1.840
N 0.732 1.451 -1.466
S 0.405 -2.017 1.730
C 1.400 2.137 -0.576
H -2.352 -0.782 0.107
H 2.027 2.910 -0.823
C -0.745 -0.499 -1.164
N -0.639 -0.805 1.175
H 1.885 2.033 1.510
C 0.515 0.534 0.507
C 1.305 1.597 0.757
H -1.512 0.038 -1.838
N 0.193 0.502 -0.799
H -0.072 -2.358 2.909
H -1.414 -2.332 -0.211
C -1.389 -1.164 0.020
*
```

The calculation puts the relative energy (zero: lowest compared OMol25 entry of this formula, charge and spin) at 303.2 kJ/mol. The calculation puts the HOMO-LUMO gap at 9.80 eV.